Below is a structure of composition C21H14AuClN2O5 in a non-equilibrium geometry, with properties calculated with ωB97M-V/def2-TZVPD.

Atoms and positions in Å:
Au1 -0.4356 0.6426 -0.5018
O1 -2.0532 -3.7973 -0.9380
C1 -1.9026 -4.0876 0.3654
C2 -2.2170 -5.3855 0.7735
C3 -2.0664 -5.7590 2.0908
C4 -1.6069 -4.8464 3.0389
C5 -1.3138 -3.5581 2.6540
C6 -1.4589 -3.1520 1.3224
C7 -1.1538 -1.7672 0.9239
O2 -1.0139 -1.4852 -0.3288
N1 -1.0532 -0.8815 1.8857
N2 -0.8290 0.3808 1.4742
C8 -0.5843 1.3109 2.3436
C9 -0.5211 2.7083 2.1190
C10 -0.2156 3.5358 3.2227
C11 -0.1999 4.8979 3.1271
C12 -0.5072 5.5007 1.8948
C13 -0.7815 4.7365 0.7954
C14 -0.7907 3.3145 0.8524
O3 -1.0819 2.6688 -0.2266
H1 -1.7058 -2.9029 -1.0986
H2 -2.5564 -6.0870 0.0231
H3 -2.2945 -6.7747 2.3875
H4 -1.4798 -5.1514 4.0688
H5 -0.9553 -2.8327 3.3702
H6 -0.4560 0.9629 3.3621
H7 0.0061 3.0598 4.1713
H8 0.0423 5.5082 3.9860
H9 -0.5183 6.5802 1.8175
H10 -1.0007 5.1794 -0.1672
Cl1 4.7213 0.1272 -5.8037
C15 3.3375 0.3318 -4.7791
C16 2.0545 0.3872 -5.3449
C17 0.9619 0.5504 -4.5436
C18 1.0624 0.6717 -3.1287
O4 -0.0519 0.8496 -2.4916
C19 2.3776 0.6129 -2.5724
C20 2.6794 0.7117 -1.1747
O5 1.9227 0.8338 -0.2147
C21 3.4878 0.4423 -3.4294
H11 1.9476 0.2952 -6.4175
H12 -0.0361 0.5982 -4.9588
H13 3.7602 0.6696 -0.9528
H14 4.4802 0.3996 -2.9974

The lowest unoccupied orbital energy is -2.467 eV.